Density functional theory data (the ωB97M-V functional and the def2-TZVPD basis) for a molecular structure, C26H43Cl3GdN3O3Si.

```
! wB97M-V def2-TZVPD RIJCOSX def2/J DEFGRID3
* xyz 0 8
C 0.56 3.78 2.71
C -0.66 4.09 1.90
H 1.45 4.09 2.14
H 0.66 2.71 2.97
H 0.54 4.36 3.65
C -0.97 5.36 1.60
C -0.05 6.51 1.77
H -1.96 5.64 1.27
H 0.90 6.29 1.26
H 0.16 6.73 2.83
H -0.48 7.40 1.31
Gd 0.00 -0.25 1.50
Cl 1.58 -1.41 3.09
Cl -2.01 -0.52 3.06
C -1.78 -2.66 0.59
O -0.65 -2.10 0.35
N -2.61 -3.12 -0.34
C -2.27 -3.14 -1.77
C -3.96 -3.52 0.07
H -2.11 -2.72 1.64
H -1.25 -3.52 -1.94
H -2.33 -2.13 -2.21
H -2.99 -3.79 -2.27
H -3.90 -4.10 1.00
H -4.42 -4.14 -0.71
H -4.59 -2.63 0.27
H 5.95 -1.30 -0.39
H 3.41 1.38 -1.36
C 5.40 -1.24 -1.34
C 3.79 0.56 -1.97
N 4.10 -0.59 -1.14
H 5.28 -2.26 -1.74
C 3.22 -1.05 -0.23
O 2.12 -0.48 0.02
H 3.06 0.33 -2.76
H 3.52 -1.99 0.29
H 5.97 -0.62 -2.04
H 4.72 0.85 -2.47
O -0.72 1.86 0.93
C -1.54 2.90 1.59
C -2.97 4.12 -0.13
C -2.87 3.24 0.95
H -2.08 4.58 -0.56
C -4.22 4.51 -0.65
H -1.79 2.43 2.55
C -4.06 2.78 1.55
H -4.27 5.22 -1.49
C -5.39 4.06 -0.04
C -5.30 3.19 1.06
H -4.01 2.16 2.46
H -6.36 4.44 -0.39
H -6.21 2.90 1.59
Si -0.68 1.91 -1.15
Cl 1.13 3.01 -1.12
C -1.39 3.11 -2.46
C -2.41 0.94 -0.87
C -0.10 0.27 -1.91
H -2.47 3.04 -2.58
H -0.92 2.81 -3.40
H -1.13 4.16 -2.33
H 0.97 0.10 -1.94
H -0.48 0.31 -2.94
H -0.55 -0.62 -1.46
H -3.23 1.65 -0.93
H -2.51 0.44 0.11
H -2.61 0.17 -1.62
N 2.05 -4.11 0.26
C 2.93 -5.15 0.27
C 3.16 -5.88 1.47
C 4.19 -6.81 1.53
C 5.01 -7.03 0.42
C 4.75 -6.38 -0.80
C 3.69 -5.47 -0.89
H 1.63 -3.77 1.12
H 1.81 -3.61 -0.58
H 2.55 -5.68 2.35
H 4.36 -7.37 2.45
H 5.85 -7.73 0.49
H 5.37 -6.58 -1.67
H 3.46 -4.96 -1.83
*
```

## Properties
E_LUMO (spin up / spin down), eV: -1.69 / 0.23
<S²>: 15.89

---

Density functional theory data (the ωB97M-V functional and the def2-TZVPD basis) for a molecular structure, C26H43F5P2Re.

```
! wB97M-V def2-TZVPD RIJCOSX def2/J DEFGRID3
* xyz 2 4
Re -0.02 -0.24 1.80
C -0.70 -2.13 2.46
C 0.67 -2.22 2.03
C 0.56 -0.71 3.80
C -0.76 -1.20 3.56
C 1.45 -1.34 2.87
C -1.84 -2.97 1.99
H -1.59 -3.51 1.07
H -2.74 -2.36 1.81
H -2.12 -3.72 2.75
C -1.97 -0.97 4.41
H -2.88 -1.13 3.83
H -1.98 0.05 4.80
H -1.98 -1.66 5.27
C 1.00 0.15 4.94
H 1.20 -0.45 5.84
H 0.22 0.88 5.18
H 1.91 0.69 4.68
C 2.94 -1.26 2.88
H 3.35 -1.82 3.74
H 3.29 -0.23 2.98
H 3.37 -1.69 1.97
C 1.24 -3.24 1.09
H 1.66 -4.09 1.65
H 2.06 -2.81 0.50
H 0.48 -3.63 0.42
C -1.80 0.67 -3.81
C -1.82 -0.66 -3.98
C -1.00 -1.39 -5.00
C 0.46 -0.89 -5.18
C 1.14 -0.29 -3.98
C 1.25 1.04 -3.78
C 0.35 2.08 -4.38
C -1.11 1.65 -4.72
H -1.50 -1.34 -5.98
H 0.47 -0.18 -6.02
H -0.97 -2.46 -4.75
H -1.13 1.30 -5.76
H -2.47 1.14 -3.07
H -2.56 -1.29 -3.47
H -1.71 2.57 -4.68
H 0.30 2.96 -3.71
H 2.10 1.44 -3.22
H 0.80 2.46 -5.32
H 1.06 -1.75 -5.49
H 1.73 -1.00 -3.39
P -1.19 -0.01 -0.34
P 1.68 1.21 0.54
C -0.44 1.38 -1.28
C 0.77 2.14 -0.74
H -1.24 2.09 -1.52
H -0.16 0.88 -2.22
H 1.47 2.38 -1.55
H 0.45 3.10 -0.30
C 2.55 2.45 1.51
H 3.18 1.96 2.25
H 1.81 3.07 2.03
H 3.16 3.09 0.86
C 2.96 0.23 -0.33
H 3.39 0.82 -1.15
H 2.54 -0.70 -0.74
H 3.76 -0.04 0.38
C -2.97 0.21 -0.46
H -3.45 -0.50 0.22
H -3.33 0.03 -1.49
H -3.24 1.23 -0.16
C -0.74 -1.60 -1.12
H 0.30 -1.88 -0.90
H -0.85 -1.56 -2.21
H -1.40 -2.38 -0.73
F -1.36 2.69 1.14
C -1.39 1.85 2.25
F -2.70 1.43 2.39
C -1.08 2.77 3.46
F -1.68 3.98 3.34
F -1.51 2.22 4.63
F 0.26 3.01 3.58
*
```

## Properties
E_LUMO (spin up / spin down), eV: -5.69 / -8.77
<S²>: 3.77

---

Looking at molar mass for the records above, in order, we have 737.3 698.8 g mol⁻¹.
Looking at energy for the records above, in order, we have -104556.9114 -61938.3435 eV.